1.
Formula: C12H36AsCdF6NO9
Source: the Open Molecules 2025 dataset
Level of theory: ωB97M-V with the def2-TZVPD basis set

XYZ file:
```
66
C12H36AsCdF6NO9 (ωB97M-V with the def2-TZVPD basis set)
Cd -14.297 4.697 6.900
As -11.641 6.934 8.509
F -10.455 7.988 9.359
F -12.399 6.528 10.067
F -12.796 5.856 7.656
F -10.887 7.413 6.907
F -10.454 5.597 8.645
F -12.768 8.330 8.350
N -15.296 4.277 10.005
O -15.123 4.552 8.821
O -15.275 3.101 10.328
O -15.548 5.167 10.829
C -13.488 5.512 13.773
C -13.578 5.658 15.313
O -12.664 6.586 15.760
H -14.145 4.712 13.432
H -12.462 5.314 13.459
H -13.777 6.432 13.265
H -13.326 4.722 15.812
H -14.542 5.933 15.741
H -12.913 6.781 16.666
C -14.864 -1.921 10.387
C -14.556 -0.468 10.659
O -15.613 0.270 10.017
H -15.712 -2.346 10.923
H -13.997 -2.514 10.679
H -14.891 -2.079 9.308
H -13.553 -0.222 10.312
H -14.583 -0.161 11.704
H -15.418 1.194 10.190
C -16.809 7.510 8.301
C -15.480 7.368 7.605
O -15.608 6.309 6.641
H -17.700 7.867 7.785
H -16.750 8.190 9.151
H -17.114 6.573 8.768
H -14.775 7.061 8.378
H -15.146 8.280 7.110
H -16.354 6.503 6.069
C -18.282 3.413 12.298
C -17.476 2.258 12.823
O -16.181 2.752 13.026
H -18.041 3.471 11.237
H -18.039 4.347 12.806
H -19.343 3.204 12.436
H -17.469 1.443 12.099
H -17.921 1.896 13.749
H -15.816 2.983 12.168
C -17.447 8.504 13.944
C -17.148 7.212 13.159
O -16.238 7.582 12.159
H -18.116 8.289 14.777
H -18.032 9.291 13.470
H -16.510 8.864 14.371
H -18.052 6.701 12.825
H -16.694 6.472 13.818
H -16.019 6.765 11.705
C -12.079 2.818 9.344
C -12.838 2.267 8.136
O -12.886 3.231 7.071
H -12.224 2.043 10.097
H -12.485 3.731 9.779
H -11.021 2.978 9.138
H -13.835 1.991 8.482
H -12.405 1.364 7.706
H -12.005 3.166 6.696
```

Spin multiplicity   1
HOMO   -9.32 eV
Kohn-Sham gap   6.958 eV

natural (NBO) charges in e:
1. Cd 1.801
2. As 2.789
3. F -0.602
4. F -0.601
5. F -0.721
6. F -0.612
7. F -0.613
8. F -0.614
9. N 0.777
10. O -0.713
11. O -0.518
12. O -0.463
13. C -0.641
14. C -0.048
15. O -0.717
16. H 0.220
17. H 0.213
18. H 0.221
19. H 0.141
20. H 0.148
21. H 0.460
22. C -0.625
23. C -0.068
24. O -0.745
25. H 0.219
26. H 0.204
27. H 0.211
28. H 0.142
29. H 0.176
30. H 0.483
31. C -0.675
32. C -0.087
33. O -0.833
34. H 0.210
35. H 0.263
36. H 0.228
37. H 0.235
38. H 0.204
39. H 0.519
40. C -0.628
41. C -0.062
42. O -0.745
43. H 0.191
44. H 0.216
45. H 0.199
46. H 0.160
47. H 0.167
48. H 0.481
49. C -0.628
50. C -0.061
51. O -0.734
52. H 0.199
53. H 0.208
54. H 0.216
55. H 0.148
56. H 0.158
57. H 0.488
58. C -0.648
59. C -0.091
60. O -0.833
61. H 0.232
62. H 0.240
63. H 0.227
64. H 0.219
65. H 0.188
66. H 0.526

=====

2.
Formula: C12H36FO6
Source: the Open Molecules 2025 dataset
Level of theory: ωB97M-V with the def2-TZVPD basis set

XYZ file:
```
55
C12H36FO6 (ωB97M-V with the def2-TZVPD basis set)
F 0.559 -0.140 0.245
C 0.281 -4.735 -1.193
C -0.061 -3.221 -1.096
O 0.499 -2.727 0.099
H 0.113 -4.980 -2.115
H -0.224 -5.121 -0.288
H 1.426 -5.012 -1.060
H -1.103 -3.167 -1.210
H 0.396 -2.773 -1.922
H 0.575 -1.673 0.224
C -3.138 0.381 3.225
C -1.614 0.593 2.999
O -1.235 -0.695 2.450
H -3.759 0.076 2.368
H -3.541 1.389 3.613
H -3.600 -0.188 4.110
H -0.957 0.768 4.038
H -1.433 1.375 2.390
H -0.800 -0.388 1.535
C 0.181 4.476 -1.435
C 0.632 3.110 -1.019
O 0.096 2.523 0.119
H 0.659 5.315 -0.899
H -1.004 4.685 -0.990
H 0.174 4.648 -2.512
H 1.778 2.959 -0.877
H 0.373 2.441 -1.804
H -0.035 1.568 0.048
C 2.438 0.830 -3.711
C 1.806 -0.217 -2.835
O 2.387 -0.277 -1.551
H 2.454 1.695 -3.258
H 1.852 0.910 -4.788
H 3.335 0.392 -3.926
H 1.684 -1.247 -3.325
H 0.757 0.121 -2.900
H 1.755 -0.242 -0.798
C 3.464 0.034 3.876
C 2.346 -0.409 2.910
O 2.009 0.663 2.043
H 3.203 1.026 4.374
H 4.302 0.249 3.262
H 3.766 -0.521 4.565
H 1.351 -0.647 3.393
H 2.559 -1.157 2.285
H 1.576 0.277 1.233
C -4.032 -0.304 -1.524
C -2.802 -0.564 -0.672
O -1.730 -0.011 -1.319
H -4.912 -0.802 -1.320
H -3.892 -0.301 -2.587
H -4.314 0.861 -1.527
H -2.601 -1.516 -0.567
H -2.981 -0.137 0.385
H -1.020 -0.191 -0.759
```

Net charge   -1
Spin multiplicity   1
HOMO   -5.95 eV
Kohn-Sham gap   9.105 eV

natural (NBO) charges in e:
1. F -0.794
2. C -0.611
3. C -0.041
4. O -0.795
5. H 0.186
6. H 0.210
7. H 0.189
8. H 0.136
9. H 0.148
10. H 0.519
11. C -0.640
12. C -0.053
13. O -0.756
14. H 0.209
15. H 0.182
16. H 0.207
17. H 0.152
18. H 0.181
19. H 0.498
20. C -0.620
21. C -0.076
22. O -0.756
23. H 0.201
24. H 0.196
25. H 0.211
26. H 0.160
27. H 0.160
28. H 0.506
29. C -0.582
30. C -0.062
31. O -0.770
32. H 0.199
33. H 0.167
34. H 0.195
35. H 0.138
36. H 0.158
37. H 0.514
38. C -0.602
39. C -0.059
40. O -0.779
41. H 0.193
42. H 0.198
43. H 0.179
44. H 0.156
45. H 0.162
46. H 0.497
47. C -0.624
48. C -0.051
49. O -0.727
50. H 0.199
51. H 0.212
52. H 0.188
53. H 0.155
54. H 0.147
55. H 0.487

=====

3.
Formula: C12H36LiO6S5
Source: the Open Molecules 2025 dataset
Level of theory: ωB97M-V with the def2-TZVPD basis set

XYZ file:
```
60
C12H36LiO6S5 (ωB97M-V with the def2-TZVPD basis set)
Li -0.292 0.056 0.118
C -0.091 -0.661 -3.355
C 1.321 -0.435 -3.891
O 2.058 -1.547 -3.393
H -0.875 -0.057 -3.872
H -0.354 -0.373 -2.261
H -0.339 -1.764 -3.412
H 1.634 0.660 -3.921
H 1.490 -0.429 -5.071
H 2.799 -1.327 -2.868
C -0.406 -1.275 4.018
S 1.084 -1.323 2.989
O 0.669 -0.538 1.775
C 2.136 -0.190 3.946
H -0.150 -1.508 5.091
H -1.311 -1.671 3.846
H -0.747 -0.202 4.040
H 3.109 -0.298 3.458
H 2.245 -0.795 4.903
H 1.854 0.745 4.004
C -3.227 -2.312 -1.094
S -1.719 -2.820 -0.426
O -0.736 -1.700 -0.610
C -2.324 -2.705 1.336
H -3.523 -1.467 -0.585
H -4.006 -2.985 -1.276
H -3.023 -1.981 -2.159
H -1.337 -2.984 1.944
H -2.946 -3.518 1.399
H -2.755 -1.824 1.585
C 4.610 -0.084 0.667
S 3.256 -0.152 -0.460
O 3.832 -0.440 -1.858
C 2.520 -1.723 0.053
H 5.262 -0.841 0.339
H 4.232 -0.252 1.792
H 5.290 0.891 0.569
H 2.364 -1.595 0.923
H 3.269 -2.571 0.073
H 1.567 -2.055 -0.371
C -3.897 2.812 0.012
S -3.489 1.199 0.592
O -1.975 1.136 0.418
C -3.785 1.330 2.311
H -3.109 3.465 0.517
H -4.978 3.034 0.176
H -3.798 2.828 -1.002
H -4.760 1.485 2.726
H -3.367 2.191 2.944
H -3.413 0.652 2.758
C -0.320 2.775 -2.067
S 1.063 2.719 -0.957
O 1.033 1.217 -0.539
C 2.380 2.693 -2.060
H -1.297 2.762 -1.421
H -0.398 2.113 -2.718
H -0.288 3.703 -2.440
H 2.230 1.859 -2.874
H 3.296 2.444 -1.754
H 2.438 3.629 -2.605
```

Net charge   +1
Spin multiplicity   1
HOMO   -10.51 eV
Kohn-Sham gap   8.330 eV

natural (NBO) charges in e:
1. Li 0.866
2. C -0.642
3. C -0.080
4. O -0.747
5. H 0.188
6. H 0.209
7. H 0.222
8. H 0.161
9. H 0.169
10. H 0.505
11. C -0.840
12. S 1.266
13. O -1.051
14. C -0.762
15. H 0.243
16. H 0.242
17. H 0.235
18. H 0.234
19. H 0.236
20. H 0.228
21. C -0.875
22. S 1.302
23. O -1.043
24. C -0.767
25. H 0.223
26. H 0.263
27. H 0.264
28. H 0.229
29. H 0.226
30. H 0.207
31. C -0.852
32. S 1.276
33. O -1.011
34. C -0.769
35. H 0.241
36. H 0.217
37. H 0.262
38. H 0.176
39. H 0.225
40. H 0.275
41. C -0.821
42. S 1.273
43. O -1.042
44. C -0.841
45. H 0.254
46. H 0.258
47. H 0.241
48. H 0.265
49. H 0.249
50. H 0.203
51. C -0.753
52. S 1.279
53. O -1.084
54. C -0.871
55. H 0.238
56. H 0.217
57. H 0.218
58. H 0.266
59. H 0.259
60. H 0.241

=====

Energy relative to the best compared isomer or geometry (same formula, charge and spin)
In order: 32.4, 146.3, 68.0
Unit: kcal/mol